(1)
The following is a quantum chemistry calculation of a structure of composition C27H32N2O2PS3SiSn, from the OMol25 dataset.

Summary:
- ΔE to the lowest compared entry with this formula, charge and spin: 21.2 kJ/mol
- LUMO: 0.090 Ha
- Gap between HOMO and LUMO: 7.2 eV
- E_HOMO: -4.78 eV
- Largest force on an atom: 0.57 eV/A

The geometry in ORCA input format:
```
! wB97M-V def2-TZVPD RIJCOSX def2/J DEFGRID3
* xyz -1 1
Sn 0.526 1.642 -0.077
S 1.810 0.744 -2.238
S -0.792 3.416 -0.586
S -1.865 -0.118 -3.903
P -3.076 0.641 1.511
Si -0.117 -3.356 0.715
O -2.980 0.776 -3.805
O -2.127 -1.531 -3.973
N 0.113 2.192 2.432
N -0.757 0.172 -2.708
C 0.802 1.212 3.156
C -4.107 -0.574 2.443
C -3.243 -0.028 -0.188
C 4.169 2.435 2.436
C 2.144 -0.853 4.460
C 1.530 0.854 -5.518
C 0.099 -1.555 0.633
C 0.778 -0.684 4.645
C 0.221 -0.355 0.490
C 4.937 3.230 1.602
C 4.477 3.536 0.329
C 0.113 0.339 3.993
C 1.260 -4.166 -0.246
C 2.823 0.009 3.614
C -1.752 -3.831 -0.044
C 1.309 0.923 -6.889
C -0.789 0.323 -5.240
C 3.251 3.042 -0.097
C 0.407 0.473 -3.195
C 2.460 2.237 0.724
C -0.076 -3.945 2.484
C -1.035 0.399 -6.596
C -4.301 2.010 1.362
C 2.935 1.929 2.012
C 2.175 1.046 2.947
C 0.040 0.708 -7.422
C 0.457 0.557 -4.699
H -0.964 -3.609 3.026
H -2.588 -3.451 0.548
H -2.027 0.229 -6.995
H 5.889 3.615 1.949
H 0.225 -1.354 5.292
H -0.112 0.786 -8.491
H -3.882 2.753 0.681
H 0.799 -3.557 3.010
H 2.235 -3.914 0.178
H -0.881 2.262 2.592
H -3.557 -1.510 2.559
H 2.507 1.038 -5.089
H -3.014 0.777 -0.892
H 2.896 3.298 -1.089
H 1.251 -3.820 -1.282
H 2.131 1.156 -7.554
H -1.850 -3.421 -1.053
H 0.558 3.097 2.345
H -4.467 2.486 2.331
H 2.670 -1.663 4.950
H 4.521 2.200 3.434
H -5.258 1.657 0.966
H 5.068 4.162 -0.329
H -0.956 0.469 4.117
H -0.046 -5.038 2.521
H -4.317 -0.186 3.443
H 1.152 -5.254 -0.244
H -5.053 -0.778 1.934
H -2.524 -0.828 -0.363
H 3.880 -0.142 3.426
H -1.845 -4.919 -0.106
H -4.257 -0.390 -0.377
*
```



(2)
The following is a quantum chemistry calculation of a structure of composition C9H8O2S at a distorted geometry, from the OMol25 dataset.

Summary:
- ΔE to the lowest compared entry with this formula, charge and spin: 618.1 kJ/mol
- LUMO (spin up / spin down): -0.028 / -0.048 Ha
- Gap between HOMO and LUMO (spin up / spin down): 7.4 / 8.1 eV
- E_HOMO (spin up / spin down): -8.21 / -9.36 eV
- Largest force on an atom: 3.03 eV/A

The geometry in ORCA input format:
```
! wB97M-V def2-TZVPD RIJCOSX def2/J DEFGRID3
* xyz 0 1
S -1.918 -1.650 1.053
O -3.145 -2.185 0.543
O -0.892 -2.617 1.331
C -1.520 0.560 1.757
C -1.053 -0.016 0.530
C 1.533 -0.426 -2.172
C 2.342 1.262 -0.594
C -2.106 -0.452 2.417
C 2.382 0.619 -1.811
C 1.190 1.062 0.228
C 0.215 0.092 -0.147
C 0.510 -0.758 -1.256
H 3.055 2.007 -0.230
H -1.506 1.620 1.909
H 3.056 1.147 -2.499
H -0.340 -1.496 -1.356
H 1.565 -0.974 -3.220
H -2.061 0.973 -1.058
H -2.427 -0.552 3.473
H 1.121 1.782 1.102
*
```



(3)
The following is a quantum chemistry calculation of a structure of composition C20H58AlN6O7S, from the OMol25 dataset.

Summary:
- LUMO: 0.080 Ha
- Gap between HOMO and LUMO: 7.0 eV
- E_HOMO: -4.79 eV
- Largest force on an atom: 0.48 eV/A

The geometry in ORCA input format:
```
! wB97M-V def2-TZVPD RIJCOSX def2/J DEFGRID3
* xyz -1 1
S 2.156 2.490 -3.608
Al 1.589 1.752 -1.524
O 0.694 4.617 -0.437
O -1.073 2.793 -5.457
O -4.301 -7.535 -2.413
O -0.657 -2.053 -1.364
O 0.077 2.655 -0.963
O 1.987 6.249 5.671
O 5.593 2.385 6.090
N -0.064 3.974 -1.096
N 0.175 4.203 4.625
N 6.838 0.948 8.308
N -1.550 -3.764 -3.535
N -2.742 4.821 -6.705
N -3.216 -8.143 -5.050
C -3.891 2.687 -6.920
C 6.436 2.350 8.417
C 4.205 2.658 6.104
C -5.399 -8.258 -1.905
C -2.954 -8.992 -3.889
C -1.330 2.768 -6.838
C -2.636 -4.532 -1.493
C 3.321 6.307 5.218
C -1.303 -4.287 -2.188
C -1.671 1.772 -4.683
C -3.089 -8.244 -2.563
C 0.996 6.552 4.703
C -3.811 -10.248 -3.984
C 1.599 4.963 2.790
C -0.330 -3.417 -1.389
C -1.556 -1.631 -0.365
C 5.152 2.438 9.233
C 0.568 5.369 3.833
C -2.626 3.469 -7.254
C 6.361 3.057 7.062
H -0.226 -3.805 -0.364
H -0.493 3.298 -7.301
H -2.489 -4.799 -0.444
H 1.047 3.067 -4.055
H -1.856 -2.800 -3.441
H 3.657 2.005 6.788
H 6.209 0.485 7.659
H 2.830 2.028 -0.542
H -2.572 3.570 -8.345
H -1.319 1.732 -7.208
H -3.483 -10.858 -4.824
H 4.394 1.760 8.840
H -0.327 5.710 3.301
H 3.475 7.142 4.527
H -2.598 -1.716 -0.693
H 4.020 3.698 6.392
H -1.333 -0.587 -0.151
H 1.153 4.334 2.024
H -1.036 1.611 -3.814
H -0.605 4.436 5.229
H 2.417 4.396 3.240
H 0.943 3.959 5.243
H -3.749 -10.845 -3.072
H 2.022 5.837 2.292
H 5.989 4.084 7.191
H -0.672 -3.710 -4.041
H -4.741 3.107 -7.456
H -4.126 -7.709 -4.935
H -4.858 -9.993 -4.155
H 0.133 6.898 5.277
H -4.112 2.745 -5.854
H 3.948 6.463 6.097
H 3.635 5.389 4.717
H 3.831 2.496 5.094
H -3.181 -5.339 -1.980
H -2.305 -7.484 -2.521
H -1.966 5.388 -7.031
H 7.226 2.865 8.975
H 0.651 -3.471 -1.869
H 5.348 2.149 10.264
H 7.372 3.114 6.649
H 7.758 0.883 7.887
H -5.073 -8.999 -1.167
H -0.803 -5.256 -2.312
H -1.740 0.838 -5.252
H -3.790 1.634 -7.189
H -1.430 -2.221 0.551
H -6.058 -7.541 -1.417
H -3.270 -3.645 -1.531
H 1.183 0.210 -1.532
H -5.962 -8.776 -2.687
H -1.903 -9.296 -3.948
H -2.622 4.762 -5.698
H 4.741 3.449 9.223
H 1.343 7.382 4.071
H -2.672 2.055 -4.345
H -2.947 -8.927 -1.713
H -2.555 -7.374 -5.077
*
```



(4)
The following is a quantum chemistry calculation of a structure of composition ClMg at a distorted geometry, from the OMol25 dataset.

Summary:
- ΔE to the lowest compared entry with this formula, charge and spin: 255.3 kJ/mol
- LUMO: -0.333 Ha
- Gap between HOMO and LUMO: 5.6 eV
- E_HOMO: -14.70 eV
- Largest force on an atom: 2.75 eV/A

The geometry in ORCA input format:
```
! wB97M-V def2-TZVPD RIJCOSX def2/J DEFGRID3
* xyz 1 1
Cl -0.684 -0.498 1.309
Mg 0.684 0.498 -1.309
*
```



(5)
The following is a quantum chemistry calculation of a cluster of 2 separate species, C7H9Cl4F5IN3O3PS in total at a distorted geometry, from the OMol25 dataset.

Summary:
- LUMO: -0.201 Ha
- Gap between HOMO and LUMO: 6.7 eV
- E_HOMO: -12.22 eV
- Largest force on an atom: 2.64 eV/A

The geometry in ORCA input format:
```
! wB97M-V def2-TZVPD RIJCOSX def2/J DEFGRID3
* xyz 1 1
I -2.830 1.978 -2.403
Cl -6.037 1.349 -0.387
Cl -4.261 -0.858 0.181
Cl -6.204 -0.028 2.136
Cl -3.940 1.661 1.575
S 2.865 -0.911 0.408
P -0.537 2.625 -1.824
F 2.743 -2.695 -1.463
F 0.873 -4.300 -0.385
F 0.677 -3.033 1.326
F 0.817 -1.768 -1.105
F 2.555 -4.030 0.911
O 0.315 2.709 -3.204
O 4.118 -0.764 -0.230
O 2.833 -1.293 1.789
N -0.123 -0.124 1.037
N 2.014 0.522 0.384
N 1.162 1.126 2.547
C 0.087 0.964 -1.267
C 1.926 -2.249 -0.517
C 1.517 -3.445 0.387
C 0.998 0.499 1.370
C -5.121 0.528 0.873
C 1.608 1.023 -0.972
C -0.842 0.550 -0.120
H -0.056 0.269 -2.089
H 1.879 0.848 3.204
H -1.347 1.414 0.317
H 0.638 1.962 2.762
H -0.723 -0.202 1.859
H 1.999 2.032 -1.088
H -1.624 -0.101 -0.488
H -0.103 3.333 -3.816
H 2.124 0.411 -1.706
*
```



(6)
The following is a quantum chemistry calculation of a cluster of 2 separate species, C7H14 in total at a distorted geometry, from the OMol25 dataset.

Summary:
- ΔE to the lowest compared entry with this formula, charge and spin: 513.3 kJ/mol
- LUMO: 0.033 Ha
- SMILES: CC(C)(C)C.C#C
- Gap between HOMO and LUMO: 11.2 eV
- E_HOMO: -10.24 eV
- Largest force on an atom: 3.61 eV/A

The geometry in ORCA input format:
```
! wB97M-V def2-TZVPD RIJCOSX def2/J DEFGRID3
* xyz 0 1
C -0.949 0.113 -0.660
C -0.167 -0.641 0.573
C 0.680 2.214 -2.871
C 0.976 -1.593 0.015
C -1.008 -1.474 1.499
C 0.448 0.531 1.330
C 0.308 2.836 -1.927
H -0.005 0.760 -0.980
H -0.367 -1.895 2.232
H -1.674 -0.816 2.068
H 1.565 0.124 1.756
H 0.684 1.404 0.568
H -0.263 2.977 -1.079
H 1.707 -2.014 0.810
H -0.360 0.793 2.214
H 1.564 -0.841 -0.510
H -1.559 -0.428 -1.572
H 0.432 -2.331 -0.578
H -1.665 0.801 -0.273
H 1.100 2.012 -3.875
H -1.447 -2.533 1.259
*
```



(7)
The following is a quantum chemistry calculation of an isolated molecule of C4H5IN2 at a distorted geometry, from the OMol25 dataset.

Summary:
- ΔE to the lowest compared entry with this formula, charge and spin: 86.0 kJ/mol
- LUMO: -0.013 Ha
- SMILES: CC1=N[C@@H](I)N=C1
- Gap between HOMO and LUMO: 9.3 eV
- E_HOMO: -9.67 eV
- Largest force on an atom: 2.73 eV/A

The geometry in ORCA input format:
```
! wB97M-V def2-TZVPD RIJCOSX def2/J DEFGRID3
* xyz 0 1
I -3.531 -0.305 0.212
N -1.084 1.533 -0.009
N -0.660 -0.707 -0.496
C 1.650 -0.952 0.286
C -1.642 0.317 -0.558
C 0.076 1.224 0.415
C 0.341 -0.211 0.101
H 1.638 -2.001 -0.287
H 1.735 -1.253 1.390
H 0.750 2.057 0.552
H 2.527 -0.357 -0.060
H -1.802 0.654 -1.546
*
```